(1)
Density functional theory data (ωB97M-V with the def2-TZVPD basis set) for the ion C19H26NO2 with charge +1 at a distorted geometry.

CARTESIAN COORDINATES (ANGSTROEM)
1 O -1.65640 -0.42086 -2.42758
2 H -1.99040 -1.32045 -2.52224
3 C -1.35717 -0.16458 -1.06935
4 C -0.05987 -0.77586 -0.76814
5 C 1.01566 -1.29735 -0.65016
6 C 2.33966 -1.85449 -0.46346
7 H 2.37939 -2.47167 0.43856
8 H 2.60771 -2.47073 -1.32669
9 N 3.33840 -0.75013 -0.33116
10 H 3.20347 -0.12653 -1.13841
11 C 4.74121 -1.22713 -0.34500
12 H 4.93472 -1.78517 -1.26221
13 H 4.88802 -1.88272 0.51637
14 C 5.68405 -0.02096 -0.24357
15 O 5.42259 0.72127 0.91690
16 C 4.10814 1.21283 0.93450
17 H 3.99893 1.77073 1.86522
18 C 3.10143 0.05963 0.89020
19 H 2.07516 0.43166 0.87886
20 H 3.24600 -0.58598 1.75945
21 H 3.93696 1.89631 0.08817
22 H 6.71814 -0.35949 -0.16783
23 H 5.58166 0.61076 -1.13997
24 C -2.41650 -0.70836 -0.12422
25 C -3.73149 -0.82600 -0.55920
26 C -4.71634 -1.28247 0.29872
27 C -4.39860 -1.63745 1.59786
28 C -3.08599 -1.55212 2.02871
29 C -2.09930 -1.09688 1.17237
30 H -1.07514 -1.05970 1.51717
31 H -2.82594 -1.84401 3.03490
32 H -5.16716 -1.98865 2.26849
33 H -5.73395 -1.35971 -0.05178
34 H -3.99226 -0.56001 -1.57313
35 C -1.17275 1.38123 -0.96801
36 H -0.50463 1.63068 -1.79684
37 C -2.49633 2.14740 -1.12492
38 H -2.32711 3.02129 -1.75446
39 C -2.86194 2.59777 0.28557
40 H -3.30802 1.77542 0.84670
41 C -1.50545 2.96299 0.87735
42 H -1.17802 3.92411 0.47952
43 H -1.52004 3.02735 1.96370
44 C -0.58368 1.84522 0.37897
45 H 0.44470 2.19513 0.26948
46 H -0.59106 1.02681 1.09830
47 H -3.55693 3.43435 0.28477
48 H -3.26859 1.54548 -1.59377

Output
LUMO level	-0.097	Eh
gap between HOMO and LUMO	9.124	eV
ΔE to the lowest compared entry with this formula, charge and spin	3.2632	eV
HOMO level	-11.764	eV
energy	-944.52797	a.u.
SMILES	O[C@](C#CC[NH+]1CCOCC1)(c1ccccc1)C1CCCC1
charge	+1
2S+1	1

natural (NBO) population analysis, charges in e, atoms 1 to 6: -0.687, 0.481, 0.141, 0.088, -0.063, -0.288

=====

(2)
Density functional theory data (ωB97M-V with the def2-TZVPD basis set) for the molecule C19H26NO5 at a distorted geometry.

CARTESIAN COORDINATES (ANGSTROEM)
1 C -1.24202 2.83608 3.06126
2 C -0.97738 1.53243 2.17517
3 C -2.16619 0.54544 2.51681
4 C -0.93210 2.02974 0.68261
5 C -0.57695 0.87901 -0.38377
6 C -1.95846 0.33590 -0.91340
7 C -1.99185 -1.21065 -1.26518
8 C -2.76988 -2.08045 -0.20930
9 O -2.27962 -3.13295 0.13829
10 O -3.95914 -1.64285 0.34381
11 O 0.22969 1.55694 -1.40273
12 C 0.23463 0.87371 -2.61907
13 O -0.46455 1.31337 -3.50121
14 C 1.11693 -0.36361 -2.91382
15 C 2.53530 -0.30123 -2.50158
16 C 3.40726 -1.46310 -2.71973
17 C 2.91261 -2.70928 -3.32769
18 C 1.51716 -2.73295 -3.74941
19 C 0.64468 -1.58978 -3.53735
20 C 0.31143 -0.18195 0.38304
21 C 1.15359 0.40981 1.58424
22 C 1.95546 -0.83909 2.19848
23 C 2.27612 1.43880 1.13542
24 N 0.28632 0.90778 2.67314
25 O 0.92133 1.62277 3.54401
26 H -1.37852 2.58895 4.13995
27 H -2.24368 3.22302 2.70011
28 H -0.49857 3.64519 2.85980
29 H -3.12481 1.13206 2.57929
30 H -2.26684 -0.31959 1.81922
31 H -1.97615 0.15077 3.55255
32 H -1.96442 2.40323 0.42396
33 H -0.24949 2.90831 0.53691
34 H -2.73975 0.49640 -0.11664
35 H -2.34991 0.89605 -1.80915
36 H -0.99677 -1.69042 -1.40730
37 H -2.58635 -1.32063 -2.22120
38 H -4.32044 -2.40610 0.83343
39 H 2.98243 0.59699 -2.02143
40 H 4.47352 -1.41855 -2.39866
41 H 3.57693 -3.58932 -3.45641
42 H 1.10879 -3.66260 -4.20700
43 H -0.42116 -1.64783 -3.84651
44 H 1.05032 -0.72026 -0.27389
45 H -0.33095 -1.00278 0.82584
46 H 1.29619 -1.45444 2.85828
47 H 2.88494 -0.47648 2.70436
48 H 2.29160 -1.48908 1.33875
49 H 1.80007 2.43758 0.93620
50 H 2.95636 1.61038 2.01676
51 H 2.84229 1.07523 0.24073

Output
LUMO level (alpha / beta)	0.002 / 0.002	Eh
gap between HOMO and LUMO (alpha / beta)	8.636 / 9.551	eV
HOMO level (alpha / beta)	-8.586 / -9.504	eV
energy	-1170.42065	a.u.
2S+1	2

natural (NBO) population analysis, charges in e, atoms 1 to 6: -0.602, 0.105, -0.633, -0.433, 0.289, -0.471